Below is a structure of composition C40H85FI2N5O10S8 at a distorted geometry, with properties calculated with ωB97M-V/def2-TZVPD.

Each line ends with the Mulliken charge.
Atoms and positions in Å:
C -1.504 -6.986 1.174  -0.4314
O -2.900 -7.262 1.037  -0.3493
C -3.320 -7.199 -0.337  -0.7997
C -3.727 -5.701 -0.680  -0.0194
C -4.851 -5.199 0.291  -0.5174
C -5.430 -3.762 -0.018  -1.0687
C -4.590 -2.841 -0.939  -0.6336
N -3.333 -2.261 -0.332  0.5460
C -2.745 -1.440 -1.229  0.2480
N -3.217 -1.223 -2.522  -0.7039
C -2.378 -0.370 -3.209  0.7645
C -2.494 0.152 -4.626  -1.2079
I -2.009 -1.196 -6.256  0.1131
C -2.899 1.417 -4.923  0.2687
C -3.286 2.450 -3.827  -0.7986
I -3.022 2.117 -6.959  0.1366
N -1.409 -0.078 -2.260  0.6489
C -0.348 0.837 -2.735  -0.5494
C 0.632 0.183 -3.789  2.0540
C 0.952 1.016 -4.954  -1.1553
C 1.862 0.566 -5.989  -0.8272
C 2.469 -0.745 -5.841  -0.7765
C 2.150 -1.594 -4.701  -1.2539
C 1.230 -1.142 -3.664  0.7646
C 0.926 -2.097 -2.472  -0.7383
N -1.600 -0.668 -1.072  1.0263
C -0.639 -0.354 -0.029  -0.7835
C -0.788 1.167 0.498  1.1747
O -0.553 1.147 1.921  -0.4583
C -2.199 1.796 0.222  -0.3263
N -2.033 3.283 0.409  -0.4944
C -2.859 -2.562 0.991  0.2152
C -2.967 -1.353 2.023  -0.6529
F -1.565 -3.179 1.008  -0.4516
H -1.153 -7.385 2.166  0.2506
H -0.860 -7.466 0.393  0.2862
H -1.345 -5.868 1.230  0.0526
H -2.509 -7.552 -1.037  0.3545
H -4.230 -7.851 -0.434  0.3717
H -4.130 -5.697 -1.734  0.3437
H -2.797 -5.079 -0.626  -0.0165
H -5.660 -5.981 0.341  0.4959
H -4.416 -5.174 1.331  0.1774
H -5.598 -3.251 0.975  0.1991
H -6.448 -3.886 -0.477  0.4280
H -4.365 -3.399 -1.888  0.4471
H -5.228 -1.942 -1.166  0.5349
H -4.330 2.835 -3.975  0.4396
H -2.614 3.343 -3.972  0.3314
H -3.156 2.039 -2.794  -0.0277
H -0.842 1.720 -3.224  -0.0988
H 0.314 1.256 -1.932  -0.0150
H 0.477 2.019 -5.051  0.4027
H 2.086 1.251 -6.868  0.4145
H 3.181 -1.079 -6.625  0.4939
H 2.623 -2.597 -4.648  0.3401
H -0.164 -2.276 -2.307  0.0337
H 1.475 -1.766 -1.554  0.1558
H 1.370 -3.096 -2.745  0.5527
H -0.573 -0.972 0.885  0.5030
H 0.395 -0.377 -0.476  -0.7570
H 0.017 1.832 0.082  0.1646
H -1.293 1.586 2.382  0.4223
H -2.960 1.501 0.999  0.3899
H -2.588 1.660 -0.819  -0.5932
H -2.942 3.750 0.374  0.2552
H -1.563 3.591 -0.454  0.2817
H -3.461 -3.351 1.514  0.0845
H -3.629 -1.614 2.895  0.4630
H -1.983 -1.065 2.459  -0.0483
H -3.495 -0.537 1.475  0.0928
C 4.055 0.407 -1.994  -1.0227
S 3.235 1.351 -0.699  0.3474
O 1.923 1.829 -1.258  -0.6148
C 4.376 2.737 -0.731  -0.5544
H 3.483 -0.504 -2.172  0.1653
H 4.097 0.995 -2.912  0.2763
H 5.062 0.145 -1.666  0.5616
H 4.399 3.177 -1.729  0.2869
H 5.375 2.390 -0.449  0.3416
H 4.036 3.485 -0.014  0.1240
C 9.185 0.535 -0.682  -0.7782
S 8.400 1.486 0.627  0.3308
O 7.099 1.987 0.087  -0.6060
C 9.561 2.862 0.593  -0.9941
H 8.594 -0.363 -0.857  0.2601
H 9.223 1.126 -1.597  0.1478
H 10.192 0.250 -0.376  0.4719
H 9.579 3.308 -0.402  0.2976
H 10.555 2.505 0.865  0.3979
H 9.234 3.607 1.318  0.3342
C 0.970 4.305 1.955  -0.7786
S 1.923 5.279 0.778  0.6091
O 3.224 5.614 1.423  -0.6784
C 0.882 6.748 0.867  -1.0141
H 1.467 3.343 2.087  0.2114
H 0.924 4.824 2.913  0.5826
H -0.035 4.141 1.566  0.1146
H 0.840 7.112 1.894  0.3176
H -0.121 6.505 0.512  0.3172
H 1.315 7.516 0.228  0.3531
C -0.055 0.404 6.312  -1.1263
S -1.411 -0.084 5.234  0.7502
O -1.992 1.164 4.638  -0.6954
C -2.510 -0.612 6.555  -0.8932
H 0.746 0.810 5.695  0.3534
H -0.396 1.166 7.014  0.3109
H 0.311 -0.469 6.853  0.3813
H -2.694 0.217 7.239  0.3133
H -2.062 -1.448 7.090  0.5013
H -3.453 -0.932 6.114  0.0892
C -5.363 -3.985 9.753  -0.9621
S -4.750 -3.667 8.090  0.4346
O -3.443 -2.959 8.223  -0.5770
C -5.989 -2.430 7.665  -0.7033
H -4.705 -4.712 10.228  0.3348
H -5.360 -3.060 10.332  0.2839
H -6.373 -4.392 9.697  0.3709
H -5.948 -1.603 8.374  0.2341
H -6.979 -2.888 7.677  0.4553
H -5.775 -2.058 6.663  0.2127
C 5.278 1.474 -9.536  -1.0124
S 4.447 2.451 -8.271  0.7265
O 3.151 2.915 -8.840  -0.6790
C 5.596 3.838 -8.332  -1.0677
H 4.705 0.560 -9.696  0.3114
H 5.328 2.038 -10.468  0.3701
H 6.282 1.217 -9.197  0.3512
H 5.625 4.252 -9.341  0.3562
H 6.589 3.501 -8.034  0.3430
H 5.250 4.602 -7.637  0.3284
C 7.846 0.872 -5.020  -1.0307
S 7.448 -0.230 -3.651  0.7582
O 8.660 -1.047 -3.368  -0.6783
C 6.301 -1.269 -4.576  -1.0384
H 8.587 1.593 -4.676  0.3459
H 8.256 0.298 -5.851  0.3725
H 6.945 1.401 -5.335  0.2760
H 6.809 -1.709 -5.436  0.4819
H 5.451 -0.670 -4.906  0.1980
H 5.950 -2.064 -3.918  0.3298
C -6.237 2.740 7.439  -0.8931
S -6.006 1.823 8.972  0.4353
O -6.009 0.370 8.627  -0.5938
C -7.620 2.213 9.671  -0.9890
H -5.350 2.602 6.820  0.2567
H -7.112 2.362 6.908  0.3045
H -6.361 3.799 7.664  0.3773
H -8.408 1.868 9.000  0.3080
H -7.699 3.289 9.824  0.3870
H -7.711 1.704 10.630  0.3185

Computed properties:
Net charge: +1
ΔE to the lowest compared entry with this formula, charge and spin (kcal per mole): 76.8
HOMO energy (eV): -10.09
Multiplicity: 1
Gap between HOMO and LUMO (eV): 7.268

***

Below is a cluster of 2 separate species, C5H10NS in total at a distorted geometry, with properties calculated with ωB97M-V/def2-TZVPD.

Each line ends with the Mulliken charge.
Atoms and positions in Å:
C 1.408 2.623 0.503  -0.4242
C 0.869 2.325 -0.618  0.1733
C -1.737 -0.095 -0.394  -0.0400
C 0.824 -1.918 -0.221  -0.9230
C 0.195 -0.859 0.645  -0.5959
N -0.568 0.169 0.003  -0.2087
S -2.603 -1.552 -0.172  -0.0645
H 1.341 2.167 1.480  0.3112
H 1.906 3.590 0.757  0.3081
H 0.674 2.494 -1.710  0.3785
H -2.124 0.686 -0.999  0.4190
H 1.215 -2.727 0.469  0.3039
H 0.166 -2.359 -0.912  0.3364
H 1.755 -1.560 -0.852  0.2743
H 0.939 -0.481 1.294  0.2947
H -0.610 -1.482 1.293  0.3201
H -3.648 -1.020 -0.567  0.1367

Computed properties:
Net charge: +1
ΔE to the lowest compared entry with this formula, charge and spin (kcal per mole): 134.6
HOMO energy (spin up / spin down) (eV): -13.58 / -13.58
Multiplicity: 1
Gap between HOMO and LUMO (spin up / spin down) (eV): 6.985 / 6.985

***

Below is an isolated molecule of C3H5NO2 at a distorted geometry, with properties calculated with ωB97M-V/def2-TZVPD.

Each line ends with the Mulliken charge.
Atoms and positions in Å:
O 1.682 -0.475 -0.817  -0.4686
C 1.335 0.660 -0.501  0.0704
C 0.150 0.716 0.479  -0.5148
N -0.556 -0.528 0.651  -0.2167
C -1.015 -0.966 -0.620  0.0223
O -1.290 -0.245 -1.557  -0.5046
H 1.972 1.514 -0.434  0.3762
H -0.512 1.693 0.460  0.2793
H 0.744 0.716 1.414  0.3253
H -1.126 -1.022 1.412  0.3159
H -1.383 -2.065 -0.488  0.3151

Computed properties:
Net charge: 0
ΔE to the lowest compared entry with this formula, charge and spin (kcal per mole): 57.0
HOMO energy (eV): -9.97
Multiplicity: 1
SMILES string: O=CCNC=O
Gap between HOMO and LUMO (eV): 10.725

***

Below is a structure of composition C8H7N3O2 at a distorted geometry, with properties calculated with ωB97M-V/def2-TZVPD.

Each line ends with the Mulliken charge.
Atoms and positions in Å:
C 2.357 -0.869 -0.238  0.5449
C -2.737 -0.731 -1.091  -0.4797
C -1.804 -1.689 -0.668  -0.5331
C -2.550 0.595 -0.628  -0.3714
C -0.585 -1.290 -0.074  -0.5040
C -1.451 0.946 0.157  -0.3713
C -0.554 0.004 0.488  1.1890
C 0.633 0.478 1.263  -0.8887
N 2.522 -1.822 -0.841  -0.4896
N 2.236 0.265 0.341  -0.2057
N 3.056 1.367 0.245  1.0671
O 3.899 1.304 -0.620  -0.5908
O 2.867 2.236 1.058  -0.6212
H -3.464 -1.120 -1.755  0.3946
H -1.901 -2.752 -0.996  0.3201
H -3.175 1.425 -0.883  0.3865
H 0.277 -1.884 0.061  0.3624
H -1.247 2.091 0.491  0.1370
H 0.742 1.567 1.506  0.3257
H 0.877 -0.123 2.184  0.3281

Computed properties:
Net charge: 0
ΔE to the lowest compared entry with this formula, charge and spin (kcal per mole): 111.8
HOMO energy (eV): -9.94
Multiplicity: 1
Gap between HOMO and LUMO (eV): 9.622

***

Taking the records one at a time from the top gives calculated total energy values of -176369.3696 -17660.4859 -8775.2229 -16968.5024 eV.